Record 1
{"formula": "C29H37BN5O", "method": "ωB97M-V/def2-TZVPD", "total_energy_ha": -1500.80752, "molar_mass_g_mol": 482.46, "largest_force_ev_per_a": 3.41, "lumo_energy_ev": -3.7, "charge": 1, "elements": ["O", "N", "N", "N", "N", "N", "C", "C", "C", "C", "C", "C", "C", "C", "C", "C", "C", "C", "C", "C", "C", "C", "C", "C", "C", "C", "C", "C", "C", "C", "C", "C", "C", "C", "C", "B", "H", "H", "H", "H", "H", "H", "H", "H", "H", "H", "H", "H", "H", "H", "H", "H", "H", "H", "H", "H", "H", "H", "H", "H", "H", "H", "H", "H", "H", "H", "H", "H", "H", "H", "H", "H", "H"], "xyz": [[-2.17403, 0.41472, -4.61287], [-0.21414, 1.26555, -1.78815], [-5.72360, -0.46151, -2.75233], [-0.09415, 1.22381, -4.03619], [0.11587, -2.03680, 5.80917], [1.69294, -1.83161, 4.35741], [1.31786, 1.76876, 0.00020], [2.89688, 2.29893, 3.36749], [0.63090, -1.18559, 4.86793], [-1.53787, 0.85715, -2.24683], [0.84642, -3.16361, 5.90831], [-2.18621, -0.40469, -1.62599], [4.06510, 2.50671, 4.10343], [5.31955, 2.48367, 3.46014], [5.38570, 2.28618, 2.06005], [-3.56360, -0.68071, -2.13745], [-5.25797, -1.58806, -3.41712], [4.20602, 2.11594, 1.31354], [1.78370, 1.31463, 1.33620], [-3.89857, -1.77074, -3.03009], [0.75745, 1.43638, -2.87313], [-4.72430, 0.05953, -1.95564], [-1.14453, -1.68593, 6.41345], [-3.14176, -2.77657, -3.62545], [1.35312, 2.85362, -2.93921], [1.86714, -3.05426, 5.00256], [2.55419, -1.39638, 3.25060], [-3.74789, -3.57878, -4.60613], [0.08126, 1.47737, -0.48295], [-5.08722, -3.38458, -4.99284], [-5.85227, -2.36483, -4.40782], [0.44869, 1.31041, -5.37774], [2.98451, 2.00196, 1.99414], [-1.35827, 0.77664, -3.76419], [1.82501, 0.32557, -2.81113], [-0.55966, -0.14121, 4.96099], [2.16776, 2.86611, -3.67520], [2.65753, -3.75197, 4.76672], [-0.97835, -0.74617, 6.96496], [-4.86202, 0.93683, -1.34072], [-1.54349, -2.47290, 7.04795], [1.92251, 2.27324, 3.86771], [-1.22561, -0.14742, 3.97979], [1.73451, 3.19987, -1.97886], [0.54338, 3.54247, -3.22013], [2.63769, 0.54219, -3.51546], [-2.21751, 1.69778, -2.04504], [-3.17480, -4.37345, -5.08673], [1.19582, 0.51357, -5.56305], [-0.75179, 1.39504, 0.22970], [-1.54463, -1.27540, -1.83648], [-0.37828, 1.25100, -6.09966], [1.36815, -0.63679, -3.09187], [0.60995, -3.96833, 6.59507], [-6.88388, -2.16467, -4.68929], [-0.49348, 0.76568, 5.74052], [0.97034, 2.27763, -5.46720], [2.20136, 0.32025, 1.10051], [4.22111, 1.98785, 0.21642], [-2.21050, -0.27008, -0.53210], [-6.65601, -0.08008, -2.83744], [3.22852, -2.20994, 2.95443], [2.24351, 0.22005, -1.80493], [6.24148, 2.61022, 4.02748], [-1.78766, -1.41152, 5.53561], [-5.53266, -4.02520, -5.76215], [-2.09492, -2.90362, -3.33410], [0.94798, 1.26587, 2.07772], [6.34965, 2.24616, 1.54721], [2.11336, 2.25310, -0.57346], [1.94516, -1.15003, 2.36604], [3.17421, -0.53032, 3.53310], [3.99537, 2.68129, 5.18053]], "atomic_forces_ev_per_a": [[1.01, 0.52, 1.34], [-0.53, -0.03, -0.42], [-0.21, -0.21, 0.13], [-0.37, -0.27, -0.07], [0.98, -0.03, -0.34], [0.08, 0.19, -0.10], [-0.21, 0.92, -0.12], [0.64, -0.51, -0.38], [-0.71, -1.78, 1.64], [-0.67, 0.74, -0.14], [1.09, -1.14, -0.22], [0.58, -0.02, 0.38], [0.45, 0.26, -0.25], [-0.52, -0.25, -0.57], [-0.52, 0.30, 0.30], [-1.01, 0.11, 0.01], [0.78, 0.36, 0.10], [0.13, -0.32, 0.51], [0.14, 0.54, 0.50], [-0.58, 0.78, -0.15], [-0.02, -0.29, 0.07], [1.23, -0.82, -0.55], [0.23, 1.16, -0.25], [-0.29, -0.51, -0.56], [-0.30, -0.01, -0.01], [-0.96, 0.34, 0.47], [0.32, 0.35, -0.57], [0.36, 0.16, 0.47], [1.07, 0.18, 0.59], [-0.31, 0.54, 0.33], [0.10, -0.48, -0.05], [0.31, 0.14, 0.03], [-0.67, 0.12, 0.20], [-0.29, -0.18, -1.14], [0.09, -0.13, -0.13], [1.52, 2.08, -2.23], [-0.28, 0.20, 0.19], [-0.06, 0.29, -0.06], [-0.29, -0.66, 0.50], [-0.18, -0.02, -0.15], [-0.27, 0.10, -0.28], [0.33, 0.01, -0.18], [-0.57, 0.02, 0.34], [0.00, -0.09, -0.34], [0.34, -0.12, -0.11], [-0.10, -0.11, 0.18], [-0.23, -0.17, -0.22], [-0.13, 0.25, 0.16], [-0.48, 0.25, -0.02], [0.33, -0.65, -0.35], [-0.13, 0.23, 0.14], [0.36, -0.05, 0.32], [0.10, 0.34, 0.09], [0.03, 0.21, -0.18], [0.17, -0.19, -0.12], [-0.21, -0.39, -0.23], [-0.28, -0.34, -0.23], [-0.45, -0.10, 0.56], [0.18, -0.09, 0.74], [0.13, -0.06, -0.26], [0.33, -0.16, 0.06], [-0.32, 0.11, 0.35], [-0.04, 0.15, -0.22], [-0.29, -0.03, -0.11], [-0.54, -0.64, 0.73], [0.21, 0.31, 0.33], [-0.33, -0.09, -0.27], [0.51, -0.32, -0.49], [-0.28, 0.18, 0.24], [-0.39, -0.88, -0.11], [0.17, -0.05, 0.59], [-0.41, -0.25, -0.04], [0.13, 0.01, -0.36]]}

=====

Record 2
{"formula": "C30H39BiBrF5N3O2S4SbSi", "method": "ωB97M-V/def2-TZVPD", "total_energy_ha": -6891.94907, "molar_mass_g_mol": 1135.65, "largest_force_ev_per_a": 1.46, "lumo_energy_ev": 3.7, "charge": -2, "elements": ["Bi", "Sb", "Br", "S", "S", "S", "S", "Si", "F", "F", "F", "F", "F", "O", "O", "N", "N", "N", "C", "C", "C", "C", "C", "C", "C", "C", "C", "C", "C", "C", "C", "C", "C", "C", "C", "C", "C", "C", "C", "C", "C", "C", "C", "C", "C", "C", "C", "C", "H", "H", "H", "H", "H", "H", "H", "H", "H", "H", "H", "H", "H", "H", "H", "H", "H", "H", "H", "H", "H", "H", "H", "H", "H", "H", "H", "H", "H", "H", "H", "H", "H", "H", "H", "H", "H", "H", "H"], "xyz": [[2.85301, 0.56392, 0.71104], [3.80001, 3.70762, -0.44116], [-1.01719, 1.63622, 0.25894], [5.35431, 0.69832, 1.04984], [5.24051, 5.25062, 0.42294], [5.25471, 1.53272, -0.81566], [2.51281, 2.88762, 1.52604], [-2.65869, 3.16602, 0.44464], [3.08701, -0.27198, 5.26384], [3.99401, 1.20592, 4.01214], [1.86981, -1.44588, 3.10894], [4.42081, -0.88208, 3.69144], [1.24011, 0.59652, 3.50264], [3.96051, -5.34838, -5.16436], [0.62931, -0.76588, 0.39724], [2.98471, -2.19258, 0.54654], [0.98911, -6.91888, -0.75096], [0.26981, -6.21278, 0.00044], [5.29701, -5.73358, -5.33256], [0.47301, -4.89118, 0.23384], [-4.67639, 1.21672, 1.14534], [-5.46279, 3.02742, -0.36556], [1.81891, -2.82918, 0.40204], [4.10081, -2.86598, 0.64974], [1.36941, -5.44328, -2.62866], [-2.20889, 4.54042, -0.87706], [-4.01589, 1.19392, -1.20876], [3.77461, -6.72548, -3.13956], [-3.10849, 5.77472, -0.76746], [-2.66119, 3.82102, 2.28594], [1.82291, -6.42828, -1.73416], [-1.54229, 4.84242, 2.50804], [3.03121, -7.06658, -2.02336], [-0.67249, -4.10558, 0.43884], [4.13031, -4.26158, 0.65994], [1.74881, -4.24268, 0.31444], [2.28831, -0.13368, 2.99364], [-4.27319, 2.12652, -0.01956], [2.95241, -4.94678, 0.49854], [0.60411, -2.01578, 0.41774], [-2.38819, 2.67502, 3.26484], [3.31181, -5.75278, -4.01396], [-0.61729, -2.74158, 0.49134], [3.44401, -0.00368, 3.97764], [-3.98799, 4.48942, 2.66404], [2.09311, -5.12978, -3.75166], [-0.75009, 4.98882, -0.72816], [-2.34169, 3.97562, -2.29366], [-4.15659, 5.51992, -0.90656], [-0.47189, 5.62082, -1.57296], [-3.92259, 4.90402, 3.67094], [-1.51909, -2.15308, 0.57144], [-2.83489, 6.50462, -1.53016], [-0.58449, 5.56132, 0.17674], [-0.57189, 4.43722, 2.23354], [-4.23029, 5.30322, 1.98444], [-5.67269, 3.73392, 0.43334], [-2.39399, 3.06082, 4.28524], [3.39421, -7.82798, -1.34726], [-1.74909, 3.07172, -2.40456], [-4.99099, 1.78692, 2.01534], [2.93701, -6.02668, 0.57554], [-1.40889, 2.23702, 3.09124], [-3.78619, 1.74192, -2.11566], [-3.18949, 0.52082, -1.00286], [5.65611, -5.19328, -6.20896], [-5.51059, 0.58012, 0.84514], [-5.27419, 3.58752, -1.27836], [-6.35889, 2.42592, -0.52696], [-1.97449, 4.70322, -3.01826], [1.74231, -4.37878, -4.44096], [0.42841, -4.94428, -2.44086], [5.00941, -2.29188, 0.76704], [-1.49519, 5.10462, 3.56564], [-1.71839, 5.75802, 1.94864], [-3.00299, 6.25592, 0.20094], [-4.81359, 3.78232, 2.65374], [-3.13109, 1.88652, 3.20064], [-3.85149, 0.56782, 1.42854], [-1.62879, -4.61258, 0.44034], [4.71841, -7.22448, -3.30746], [-3.37749, 3.75502, -2.53876], [-4.90199, 0.58532, -1.39596], [-0.06659, 4.14452, -0.71336], [5.38791, -6.81278, -5.50996], [5.06271, -4.78368, 0.81674], [5.91331, -5.45328, -4.47136]], "atomic_forces_ev_per_a": [[-0.59, -0.96, 0.16], [0.15, 0.25, -0.03], [-0.36, 0.35, 0.19], [0.60, -0.36, 0.55], [-0.08, -0.05, -0.01], [-0.13, 0.67, -0.42], [0.18, 0.97, -0.11], [0.07, -0.13, -0.24], [-0.30, -0.13, -0.04], [-0.18, 0.17, -0.26], [0.17, 0.06, -0.07], [-0.03, -0.14, -0.29], [0.19, 0.16, -0.04], [-0.37, 0.03, 0.27], [0.15, -0.08, 0.11], [0.20, 0.34, 0.02], [-0.58, -1.06, 0.82], [-0.43, -0.83, 0.09], [0.16, -0.06, -0.03], [0.05, 1.06, -0.01], [0.18, 0.20, 0.04], [0.27, 0.07, 0.06], [-0.07, -0.75, -0.03], [0.20, -0.04, 0.00], [0.04, -0.18, 0.13], [-0.05, -0.10, 0.16], [0.17, 0.13, 0.06], [0.31, 0.16, -0.34], [-0.04, -0.22, 0.17], [0.02, -0.11, -0.14], [0.74, 0.57, -0.99], [-0.02, -0.06, -0.24], [-0.50, 0.22, 0.33], [0.33, -0.37, -0.21], [-0.27, -0.26, -0.04], [-0.07, 0.21, 0.13], [-0.18, -0.06, -0.35], [0.17, 0.15, 0.06], [0.29, 0.03, 0.10], [-0.44, -0.12, -0.06], [0.02, -0.11, -0.14], [0.06, 0.01, -0.10], [-0.13, 0.32, -0.01], [0.41, -0.02, 0.88], [0.02, -0.15, -0.28], [0.24, 0.05, -0.16], [0.00, -0.13, 0.17], [-0.13, -0.14, 0.20], [-0.19, 0.04, -0.03], [-0.04, 0.10, -0.12], [0.06, 0.04, 0.14], [-0.10, 0.07, 0.04], [0.06, 0.09, -0.13], [0.08, 0.07, 0.11], [0.19, -0.02, -0.08], [-0.10, 0.18, -0.08], [-0.12, 0.16, 0.10], [-0.05, 0.11, 0.14], [-0.02, -0.10, 0.04], [0.05, -0.17, -0.09], [-0.04, -0.01, 0.15], [0.00, 0.04, -0.10], [0.09, -0.10, -0.02], [0.04, 0.01, -0.17], [0.08, -0.10, -0.03], [0.01, -0.09, 0.04], [-0.13, -0.05, -0.09], [-0.03, 0.12, -0.11], [-0.11, -0.12, -0.01], [0.04, 0.15, -0.05], [-0.05, 0.12, -0.11], [-0.01, 0.02, 0.05], [0.09, 0.18, 0.00], [-0.05, 0.02, 0.16], [0.05, 0.14, -0.04], [-0.01, 0.13, 0.15], [-0.15, -0.06, 0.01], [-0.06, -0.14, 0.04], [0.10, -0.11, 0.11], [-0.05, -0.09, 0.09], [0.05, -0.01, -0.06], [-0.13, -0.07, -0.12], [-0.20, -0.03, -0.01], [0.14, -0.09, 0.01], [0.04, 0.06, 0.03], [0.07, -0.03, 0.01], [-0.05, -0.05, 0.01]]}